No. 1
22
Properties=species:S:1:pos:R:3:lowdin_charge:R:1 method="wB97M-V/def2-TZVPD" spin_multiplicity=1 max_force_ev_per_a=4.131 total_charge=0 e_above_lowest_kcal_mol=43.4
C -0.98 -1.44 1.39 -0.188
C -1.22 -1.17 -1.69 -0.172
C -2.29 1.20 0.29 -0.152
C 3.33 0.96 0.03 -0.209
C 0.63 0.75 -0.14 -0.404
O 2.12 -1.28 0.69 -0.551
Si -1.04 -0.22 0.02 0.558
S 2.11 -0.36 -0.44 0.801
H -0.24 -1.36 2.19 0.038
H -1.94 -1.57 1.79 0.012
H -0.73 -2.35 0.90 0.021
H -1.52 -0.35 -2.25 -0.025
H -0.23 -1.62 -1.97 0.036
H -2.08 -1.90 -1.84 0.048
H -1.74 2.04 0.47 -0.016
H -2.98 1.53 -0.53 0.053
H -2.92 1.17 1.06 -0.025
H 4.21 0.36 0.00 0.035
H 2.95 1.18 0.99 0.027
H 3.11 1.70 -0.66 0.019
H 0.53 1.35 -1.03 0.041
H 0.92 1.39 0.72 0.053



No. 2
20
Properties=species:S:1:pos:R:3:mulliken_spin:R:1 method="wB97M-V/def2-TZVPD" spin_multiplicity=2 max_force_ev_per_a=1.806 total_charge=-1 s2=0.7507 e_above_lowest_kcal_mol=16.2
C 1.24 1.96 -1.49 -0.274
S 1.21 0.16 -1.46 1.571
C -0.15 -0.19 -2.68 -0.146
H 0.26 2.39 -1.24 0.123
H 1.44 2.42 -2.45 -0.076
H 1.91 2.32 -0.70 -0.072
H -1.14 -0.36 -2.20 0.094
H -0.25 0.80 -3.13 -0.122
H 0.02 -1.09 -3.25 0.070
C 0.83 -0.88 1.78 -0.064
C -0.57 -1.28 1.31 -0.177
C -1.61 -0.31 1.84 -0.011
H 1.28 0.04 1.41 0.107
H 1.55 -1.69 1.67 -0.027
H 0.88 -0.66 2.87 -0.062
H -0.71 -2.32 1.64 -0.118
H -0.57 -1.35 0.23 0.186
H -2.64 -0.49 1.55 -0.001
H -1.61 -0.14 2.92 -0.026
H -1.36 0.67 1.40 0.027



No. 3
20
Properties=species:S:1:pos:R:3:lowdin_charge:R:1 method="wB97M-V/def2-TZVPD" smiles=CCSC.CC spin_multiplicity=1 max_force_ev_per_a=8.107 total_charge=0 e_above_lowest_kcal_mol=53.9
C -0.26 0.88 -3.25 -0.191
C -1.16 2.00 -3.65 -0.174
H -0.15 -0.08 -3.76 0.053
H 0.84 1.17 -3.61 0.103
H -0.25 0.62 -2.19 0.046
H -1.17 2.72 -2.94 0.031
H -1.01 2.18 -4.71 0.078
H -2.16 1.67 -3.73 0.049
C -0.51 0.20 1.96 -0.475
C 0.55 1.38 1.81 -0.124
C 1.47 -1.94 1.51 -0.512
S -0.14 -1.39 0.99 0.738
H -0.59 -0.16 2.98 0.058
H -1.38 0.37 1.62 -0.044
H 0.31 2.15 2.62 0.082
H 0.23 1.93 0.86 0.081
H 1.28 -3.06 1.83 0.051
H 2.25 -1.81 0.65 0.049
H 2.04 -1.44 2.37 0.054
H 1.53 0.91 1.86 0.046



No. 4
20
Properties=species:S:1:pos:R:3:mulliken_spin:R:1 method="wB97M-V/def2-TZVPD" spin_multiplicity=2 max_force_ev_per_a=2.744 total_charge=+1 s2=0.7531 e_above_lowest_kcal_mol=8.9
C 1.28 -0.21 -0.48 -0.021
C 0.84 1.12 -1.02 0.042
C 2.93 0.44 1.65 -0.031
S 3.04 -0.19 -0.04 0.930
H 0.67 -0.38 0.42 0.008
H 1.06 -1.04 -1.15 -0.003
H 1.22 1.31 -2.03 -0.004
H 1.16 1.95 -0.39 0.000
H 1.91 0.82 1.81 0.006
H 2.96 -0.34 2.40 0.049
H 3.68 1.22 1.78 0.015
H -0.25 1.20 -1.01 0.008
C -2.83 -0.03 -0.05 0.000
C -2.28 -1.42 -0.42 0.001
H -3.04 -0.01 1.02 0.000
H -2.00 0.65 -0.15 -0.001
H -3.66 0.34 -0.60 0.000
H -2.94 -1.76 -1.24 0.000
H -1.29 -1.50 -0.82 -0.001
H -2.47 -2.17 0.33 0.000



No. 5
34
Properties=species:S:1:pos:R:3:lowdin_charge:R:1 method="wB97M-V/def2-TZVPD" spin_multiplicity=1 max_force_ev_per_a=0.899 total_charge=-1 e_above_lowest_kcal_mol=19.1
Pd -2.30 0.98 1.14 -0.088
Se -3.38 2.90 0.25 -0.027
Se -2.91 3.05 2.45 -0.121
Te -0.15 2.65 2.17 0.229
Se 0.45 3.90 0.19 -0.323
F -0.53 -3.18 1.08 0.070
B -0.27 -2.69 2.39 -1.247
F 1.06 -2.95 2.72 0.114
F -1.15 -3.25 3.31 0.115
F -0.48 -1.27 2.34 0.021
N -3.26 -0.68 2.44 0.006
H -2.46 -1.14 2.87 0.012
H -3.69 -1.36 1.82 0.035
H -3.92 -0.42 3.16 0.031
C 1.14 1.99 -3.58 -0.081
C 1.30 1.28 -2.25 -0.271
N -0.01 1.05 -1.67 -0.012
C -0.46 -0.02 -1.02 -0.754
S -2.20 -0.15 -0.85 0.549
N 0.34 -0.94 -0.51 0.043
C 1.65 -0.69 0.09 -0.221
C 2.71 -1.66 -0.42 -0.072
H 2.12 2.20 -4.02 0.073
H 0.63 2.94 -3.43 0.073
H 0.56 1.39 -4.29 0.077
H 1.90 1.89 -1.58 0.068
H 1.79 0.31 -2.38 0.106
H -0.70 1.77 -1.81 0.082
H -0.16 -1.73 -0.10 0.093
H 1.52 -0.83 1.17 0.107
H 1.93 0.34 -0.06 0.097
H 2.41 -2.68 -0.21 0.078
H 3.66 -1.47 0.09 0.075
H 2.86 -1.55 -1.50 0.060



No. 6
22
Properties=species:S:1:pos:R:3:lowdin_charge:R:1 method="wB97M-V/def2-TZVPD" smiles=CC[NH2+]CCNC spin_multiplicity=1 max_force_ev_per_a=2.742 total_charge=+1 e_above_lowest_kcal_mol=39.4
C -1.04 -1.15 -0.38 -0.139
N -0.74 0.25 -0.65 -0.023
C 0.43 0.34 -1.70 -0.158
C 0.89 1.79 -1.81 -0.072
C 0.15 -1.59 0.63 -0.149
N 0.54 -0.39 1.42 -0.162
C -0.32 0.11 2.52 -0.080
H -1.20 -1.82 -1.24 0.135
H -2.02 -1.22 0.18 0.140
H -1.55 0.82 -0.95 0.186
H 0.12 -0.05 -2.67 0.125
H 1.26 -0.35 -1.31 0.132
H 1.32 2.07 -2.76 0.080
H 0.05 2.41 -1.57 0.065
H 1.68 2.05 -1.00 0.116
H -0.17 -2.42 1.26 0.110
H 1.05 -1.99 0.06 0.137
H 1.54 -0.34 1.37 0.124
H -0.22 0.55 0.29 0.131
H -0.46 -0.69 3.25 0.080
H 0.04 1.18 2.87 0.133
H -1.35 0.45 2.19 0.089



Listing DFT total energy for the structures above in their given order: -26171.303 -16245.235 -16244.962 -16238.183 -239103.732 -8400.969 eV.